A.
Computed, not measured: C4H7NOS2 in the gas phase, with ωB97M-V/def2-TZVPD.

Last column: Löwdin charge in e.
Cartesian coordinates (Å):
H  -0.2614  -0.6543  -3.6317  0.04
C  1.8118  0.9502  1.5316  -0.69
H  -1.3092  -1.6694  0.7756  0.07
C  -0.6816  0.1962  -3.1654  -0.15
C  -0.7648  -0.9961  1.4676  -0.09
S  2.6324  -0.4216  1.3763  0.71
N  -0.5658  0.5100  -1.9328  -0.37
H  -1.2798  0.8287  -3.8454  0.07
H  2.1518  1.7975  2.1330  0.08
H  -1.4162  -0.5897  2.2292  0.07
C  -0.2172  0.1737  0.5703  -0.66
S  0.4776  -0.4002  -0.9840  0.90
H  0.0033  -1.6754  1.8995  0.06
O  0.4850  1.1287  1.3347  -0.16
H  -1.0659  0.8217  0.2413  0.11

Output
Kohn-Sham gap, eV: 8.93
LUMO level, eV: 0.20



B.
Computed, not measured: C4H7NOS2 in the gas phase, with ωB97M-V/def2-TZVPD.

Last column: Löwdin charge in e.
Cartesian coordinates (Å):
O  1.5175  0.5820  1.0699  -0.10
C  -1.7056  0.6102  0.4879  -0.62
S  3.0565  1.5517  -0.8657  0.68
C  1.6905  0.8724  -0.2684  -0.84
H  -1.0649  -1.6877  1.1195  0.08
H  -0.6085  -1.9584  -0.8333  0.14
C  0.3030  0.4305  -0.9543  -0.19
N  -0.5584  -0.0745  0.0638  -0.38
H  -0.0587  1.3753  -1.5511  0.16
C  -0.2818  -1.5389  0.2236  -0.04
H  -1.4181  1.7732  0.3351  0.14
H  0.5470  -0.2573  -1.7394  0.10
H  0.9175  -1.5214  0.5806  0.16
S  -3.0174  -0.0388  1.3207  0.61
H  0.6813  -0.1182  1.0111  0.08

Output
Kohn-Sham gap, eV: 8.45
LUMO level, eV: -0.46



C.
Computed, not measured: C4H7NOS2 in the gas phase, with ωB97M-V/def2-TZVPD.

Last column: Löwdin charge in e.
Cartesian coordinates (Å):
S  3.3130  -0.0035  -0.3560  0.62
H  -0.7106  0.3302  1.4538  0.11
H  1.9333  1.8832  -0.1922  0.04
H  -0.4728  -1.4614  -0.3652  0.04
H  1.3363  -1.6200  -0.8287  0.03
C  1.9164  0.8352  -0.1310  -0.60
C  0.5852  -1.2730  -0.1780  -0.10
O  -2.6740  -1.2650  0.7947  -0.54
H  -0.3036  1.9495  0.7074  0.16
H  0.8738  -1.8674  0.7665  0.13
C  -0.4523  0.8196  0.5321  -0.26
H  -1.7258  1.2946  -1.4276  0.09
S  -2.7451  -0.4492  -0.3855  0.91
C  -1.5569  0.7044  -0.4734  -0.37
N  0.6830  0.1230  0.0829  -0.26

Output
Kohn-Sham gap, eV: 8.09
LUMO level, eV: -0.50



Verdict on stability: A comes out on top.



A.
Computed, not measured: 2 unconnected molecules or ions with the total composition C5H10O3, with ωB97M-V/def2-TZVPD.

Last column: Löwdin charge in e.
Cartesian coordinates (Å):
H  2.2947  -3.1612  -0.0259  0.06
C  -0.6192  2.0151  0.3724  -0.58
O  -0.8199  1.5431  1.4898  0.06
H  -1.1975  2.2063  -1.6073  0.08
C  -0.4465  -1.3107  0.0399  0.01
O  0.3903  2.8148  0.1009  0.14
H  -2.5667  2.5377  -0.4278  0.13
H  -1.2821  -0.8387  0.6494  0.09
C  0.7789  -1.5942  0.4829  -0.43
H  -0.7679  -1.7099  -0.8874  0.04
C  1.9002  -2.2530  -0.3428  0.00
H  0.1904  3.2592  -0.7276  0.11
H  2.8266  -1.6082  -0.3317  0.11
H  0.2667  -1.0126  2.1363  0.08
H  1.5808  -2.3478  -1.2775  0.02
H  -1.9374  0.8712  -0.7036  0.03
O  1.0828  -1.2749  1.7555  0.05
C  -1.6741  1.8638  -0.6956  0.01

Output
Kohn-Sham gap, eV: 9.22
LUMO level, eV: 0.54



B.
Computed, not measured: 2 unconnected molecules or ions with the total composition C5H10O3, with ωB97M-V/def2-TZVPD.

Last column: Löwdin charge in e.
Cartesian coordinates (Å):
C  -2.5117  -0.4592  -0.6069  0.02
H  1.5907  1.0270  -1.5444  0.08
O  -0.2095  -0.9157  -1.0763  0.07
H  -3.0639  -0.8535  0.2485  0.10
H  2.0060  -1.3754  -0.9254  0.08
H  2.4150  -0.8967  0.7306  0.07
C  -1.0584  -0.5466  -0.2920  -0.32
O  -0.6875  1.3353  1.1427  0.02
H  -1.0953  1.5752  1.9881  0.11
H  1.8740  1.5243  0.1014  0.07
H  -2.7549  -0.9815  -1.5303  0.09
O  -1.1310  -0.7123  2.0936  0.00
H  3.2334  0.9034  -0.8913  0.09
C  2.1689  0.7946  -0.6519  -0.14
C  -0.6012  -0.0910  1.1465  -0.58
C  1.9150  -0.5960  -0.1816  -0.01
H  -2.7681  0.5996  -0.7015  0.10
H  0.6784  -0.3313  0.9502  0.15

Output
Kohn-Sham gap (spin up / spin down), eV: 8.30 / 8.31
LUMO level (spin up / spin down), eV: -0.74 / -0.74



C.
Computed, not measured: a molecular structure, C5H10O3, with ωB97M-V/def2-TZVPD.

Last column: Löwdin charge in e.
Cartesian coordinates (Å):
C  -1.1690  1.0961  -0.8901  -0.02
H  -1.3076  0.7904  -1.9243  0.09
H  -0.8517  -1.6303  -1.3931  0.09
H  -1.9425  -1.3935  -0.0159  0.10
C  -0.3660  0.0487  -0.1615  -0.33
H  1.2976  -1.3359  1.4704  0.06
O  1.3638  -0.0211  -0.6807  -0.20
H  2.0043  -1.1073  -2.1006  0.08
C  0.1014  0.4024  1.1674  -0.37
H  -0.3401  -2.0906  0.2415  0.08
C  -0.8976  -1.3569  -0.3375  -0.03
H  1.7347  0.1207  2.4939  0.07
C  1.1217  -0.3039  1.7124  0.10
H  -2.1421  1.2214  -0.4161  0.10
H  -0.6643  2.0565  -0.8541  0.09
O  -0.1859  1.6827  1.5593  0.04
O  1.7522  -0.1752  -2.0422  -0.07
H  0.4910  1.9958  2.1714  0.11

Output
Kohn-Sham gap, eV: 9.66
LUMO level, eV: 0.80



Verdict on stability: A comes out on top.



A.
Computed, not measured: a gas-phase ion, C3H7N2Si (charge +1), with ωB97M-V/def2-TZVPD.

Last column: Löwdin charge in e.
Cartesian coordinates (Å):
Si  1.9720  0.0910  0.0471  0.71
H  2.2900  0.8783  1.1047  -0.10
C  -0.8198  1.0381  0.5543  0.07
C  -0.6823  -1.0039  -0.4894  -0.18
H  -2.9358  1.0126  0.7004  0.13
H  -0.2901  1.9004  1.1159  0.15
H  2.4711  0.5588  -1.3452  -0.03
H  2.5916  -1.1672  0.4982  -0.06
N  0.1990  -0.1072  -0.1595  -0.11
C  -2.0468  0.5403  0.3825  -0.07
H  -0.6533  -2.0611  -0.8720  0.19
H  -2.7546  -1.3650  -0.4300  0.23
N  -1.9375  -0.6604  -0.3110  0.07

Output
Kohn-Sham gap, eV: 11.51
LUMO level, eV: -3.56
Charge: +1



B.
Computed, not measured: a gas-phase ion, C3H7N2Si (charge +1), with ωB97M-V/def2-TZVPD.

Last column: Löwdin charge in e.
Cartesian coordinates (Å):
Si  -2.2227  -0.0807  0.0083  0.82
H  -2.2273  -0.7779  -1.2477  -0.04
H  -2.3917  -0.1341  1.4326  -0.05
H  0.1152  -2.1319  0.2179  0.19
H  2.5697  1.3583  -0.1309  0.12
H  0.2817  1.9754  -0.5355  0.10
C  1.8137  0.6319  -0.1425  -0.01
C  0.4994  1.0352  -0.2290  -0.07
N  -0.3342  -0.0168  -0.0223  -0.14
H  -2.8530  1.1826  -0.0942  -0.08
N  1.7261  -0.7008  0.1372  0.10
C  0.4796  -1.0475  0.0754  -0.18
H  2.5434  -1.2937  0.5308  0.24

Output
Kohn-Sham gap, eV: 10.63
LUMO level, eV: -3.62
Charge: +1



Verdict on stability: B comes out on top.